A structure of composition C33H36CsN4O3S3. Source: the OMol25 dataset; level of theory: the ωB97M-V functional and the def2-TZVPD basis.

Computed properties:
Net charge: +1
HOMO energy: -11.17 eV
Kohn-Sham gap: 8.924 eV
F_max: 1.0 eV Å⁻¹
Energy above the lowest of the compared OMol25 structures with the same formula, charge and spin: 0.446 eV

Geometry as XYZ:
```
80
C33H36CsN4O3S3, DFT the ωB97M-V functional and the def2-TZVPD basis
Cs 1.872 2.303 -0.807
O 1.529 3.090 -3.344
S 0.678 3.745 -4.395
C 0.099 5.307 -3.664
C -0.221 5.274 -2.175
C -1.592 4.700 -1.810
C -2.022 5.069 -0.391
S -1.516 3.891 0.892
O -0.149 3.394 0.502
C -2.656 2.570 0.502
C -3.991 2.714 0.864
C -4.872 1.675 0.619
C -4.415 0.495 0.040
C -3.078 0.357 -0.297
C -2.189 1.400 -0.068
C -0.862 2.832 -4.422
C -0.941 1.630 -3.740
C -2.119 0.896 -3.794
C -3.198 1.363 -4.527
C -3.099 2.558 -5.230
C -1.924 3.291 -5.191
H -0.749 5.636 -4.266
H 0.926 5.992 -3.858
H -0.176 6.311 -1.831
H 0.573 4.749 -1.642
H -1.619 3.616 -1.941
H -2.339 5.105 -2.499
H -3.106 5.136 -0.290
H -1.603 6.028 -0.080
H -4.337 3.622 1.344
H -5.914 1.778 0.893
H -5.106 -0.318 -0.137
H -2.711 -0.562 -0.736
H -1.145 1.291 -0.330
H -0.095 1.264 -3.173
H -2.182 -0.046 -3.265
H -4.115 0.790 -4.567
H -3.933 2.913 -5.820
H -1.840 4.209 -5.761
N 4.908 -0.262 6.714
C 4.578 0.032 5.655
C 4.164 0.400 4.327
C 2.936 1.012 4.117
C 2.577 1.324 2.819
N 3.348 1.069 1.759
C 4.528 0.486 1.980
C 4.984 0.136 3.237
H 2.274 1.227 4.944
H 1.624 1.804 2.619
H 5.137 0.285 1.106
H 5.945 -0.340 3.367
C 2.075 -6.836 0.526
C 1.213 -5.691 0.015
C 2.048 -4.443 -0.233
N 1.224 -3.334 -0.713
C 1.210 -2.061 -0.339
S 0.462 -0.886 -1.280
N 1.850 -1.707 0.836
C 1.846 -2.316 2.099
O 2.658 -1.955 2.919
C 0.786 -3.313 2.406
C 1.104 -4.355 3.272
C 0.136 -5.283 3.617
C -1.156 -5.154 3.121
C -1.481 -4.096 2.283
C -0.510 -3.177 1.916
H 1.475 -7.730 0.694
H 2.551 -6.573 1.473
H 2.862 -7.091 -0.186
H 0.425 -5.458 0.735
H 0.719 -5.981 -0.917
H 2.814 -4.647 -0.987
H 2.567 -4.143 0.673
H 0.695 -3.508 -1.555
H 2.240 -0.771 0.848
H 2.109 -4.423 3.668
H 0.384 -6.101 4.279
H -1.914 -5.874 3.399
H -2.493 -3.986 1.916
H -0.768 -2.347 1.268
```